{"formula": "C28H39BN9O2S2Ta", "method": "wB97M-V/def2-TZVPD", "species": ["Ta", "C", "N", "C", "C", "C", "C", "C", "C", "C", "N", "C", "C", "C", "C", "C", "C", "N", "C", "C", "H", "H", "H", "H", "H", "H", "H", "H", "H", "H", "H", "H", "H", "H", "H", "H", "H", "H", "H", "H", "C", "C", "N", "O", "C", "C", "N", "O", "H", "H", "H", "H", "H", "H", "H", "C", "N", "C", "C", "N", "B", "N", "C", "C", "N", "C", "C", "S", "C", "S", "H", "H", "H", "H", "H", "H", "H", "H", "H", "H", "H", "H"], "positions_angstrom": [[0.310558, 0.439614, -0.146250], [0.300610, 3.166344, 1.577758], [-0.701072, 2.144262, 1.156284], [-1.385094, 1.670284, 2.400258], [-1.672474, 2.772789, 0.241561], [-2.706477, 3.567867, 0.710298], [-3.674244, 4.034563, -0.161871], [-3.623647, 3.653126, -1.492509], [-2.565019, 2.897251, -1.966238], [-1.526945, 2.512996, -1.117764], [-0.356359, 1.792032, -1.501198], [0.273063, 1.983114, -2.767485], [-0.205001, 2.674012, -3.876592], [0.502475, 2.646590, -5.073518], [1.689260, 1.950220, -5.189796], [2.224132, 1.331602, -4.067292], [1.524039, 1.371589, -2.878304], [2.090820, 0.951882, -1.602500], [3.211352, -0.010378, -1.742048], [2.691398, 2.201820, -1.007533], [-0.194030, 3.919416, 2.192302], [1.095926, 2.696371, 2.151191], [0.717451, 3.654664, 0.700141], [-1.919767, 2.490687, 2.869446], [-2.077761, 0.864353, 2.190914], [-0.631079, 1.318143, 3.093805], [-2.775587, 3.826623, 1.756686], [-4.475898, 4.660251, 0.203919], [-4.411534, 3.945389, -2.173387], [-2.573725, 2.587529, -2.996577], [-1.103107, 3.261745, -3.833863], [0.103059, 3.183276, -5.923352], [2.219743, 1.915792, -6.130730], [3.185648, 0.843354, -4.132378], [4.066842, 0.484355, -2.201167], [3.495088, -0.354725, -0.751451], [2.912427, -0.856234, -2.353138], [3.448010, 2.575023, -1.697205], [1.922916, 2.961286, -0.892994], [3.150868, 1.973571, -0.050519], [0.634689, -1.873466, 5.168466], [0.295098, -1.356539, 3.806349], [-0.796877, -1.574064, 3.178679], [-1.667467, -2.349245, 3.874621], [1.257304, -0.506964, 3.057812], [2.554773, -0.122745, 3.687137], [0.927692, -0.125917, 1.881515], [1.813549, 0.628998, 1.123533], [0.049319, -2.763403, 5.382111], [0.396364, -1.130710, 5.933375], [1.692776, -2.113250, 5.255546], [-2.397566, -2.483788, 3.250640], [2.375621, 0.281595, 4.684100], [3.089963, 0.605974, 3.087456], [3.183742, -1.005907, 3.817005], [3.167185, -2.803829, 1.030169], [1.807392, -3.281566, 1.236113], [1.426005, -4.232835, 2.150693], [0.101869, -4.436311, 1.962709], [-0.328417, -3.616193, 0.946873], [-1.868210, -3.624081, 0.572665], [-2.080528, -3.001842, -0.824668], [-2.262015, -3.716237, -1.983343], [-2.487450, -2.836988, -2.987362], [-2.437540, -1.580476, -2.429373], [-2.673532, -0.334657, -3.141619], [-2.182908, -1.703531, -1.116447], [-2.053304, -0.405663, 0.039233], [0.719695, -2.914923, 0.523121], [0.912237, -1.838674, -0.851831], [3.810010, -3.283318, 1.763327], [3.211147, -1.722677, 1.157604], [3.513453, -3.064464, 0.032021], [2.128420, -4.695241, 2.821833], [-0.578223, -5.103109, 2.462535], [-2.462233, -2.972373, 1.391244], [-2.208960, -4.770557, 0.537764], [-2.241073, -4.791293, -1.989495], [-2.696420, -2.992450, -4.030801], [-2.948284, -0.574077, -4.165008], [-1.770272, 0.271485, -3.147444], [-3.483895, 0.212879, -2.665800]], "forces_ev_per_angstrom": [[0.10, 0.24, 0.48], [0.07, 0.08, -0.09], [-0.11, -0.12, -0.14], [0.10, 0.06, 0.04], [-0.07, 0.04, 0.14], [0.00, -0.06, 0.01], [0.01, 0.00, -0.02], [-0.02, 0.00, 0.02], [0.07, 0.02, -0.05], [0.00, 0.03, -0.08], [-0.04, -0.03, 0.02], [0.08, -0.14, -0.01], [0.00, 0.06, 0.06], [-0.04, 0.04, 0.00], [0.04, -0.03, 0.00], [-0.01, 0.01, 0.01], [-0.01, 0.02, -0.01], [-0.12, -0.11, 0.19], [0.00, -0.04, -0.04], [0.05, 0.02, 0.01], [-0.02, 0.01, -0.03], [-0.02, -0.02, 0.01], [-0.01, 0.00, 0.01], [0.04, 0.02, 0.04], [-0.04, -0.03, -0.07], [0.01, -0.01, 0.00], [-0.03, 0.00, -0.01], [0.00, -0.01, 0.00], [0.00, 0.01, 0.00], [-0.02, 0.00, 0.00], [0.01, 0.01, -0.01], [0.01, 0.00, 0.00], [0.00, 0.00, 0.00], [0.00, 0.00, -0.01], [0.00, 0.01, 0.00], [0.00, 0.01, -0.01], [0.00, 0.01, 0.00], [-0.01, 0.00, -0.01], [0.01, -0.01, -0.01], [0.00, 0.00, 0.00], [-0.01, 0.00, 0.02], [-0.01, 0.01, -0.05], [0.03, 0.03, 0.08], [-0.03, 0.02, -0.01], [-0.02, 0.00, -0.06], [0.00, 0.01, -0.02], [0.02, 0.01, -0.31], [0.06, 0.12, 0.09], [0.01, 0.00, 0.00], [0.00, -0.01, 0.00], [0.00, 0.00, 0.00], [0.02, -0.03, 0.01], [-0.01, -0.01, 0.00], [0.00, 0.00, 0.00], [0.00, -0.01, 0.00], [0.01, -0.01, 0.01], [-0.01, 0.05, 0.02], [0.02, -0.01, -0.01], [-0.03, 0.00, 0.01], [0.05, -0.01, 0.03], [-0.03, 0.04, 0.03], [-0.04, 0.05, -0.06], [0.00, -0.03, -0.02], [0.02, -0.04, -0.01], [-0.02, 0.06, 0.02], [-0.02, 0.00, -0.02], [-0.02, -0.02, 0.07], [0.12, -0.22, -0.09], [0.02, 0.01, -0.05], [-0.18, -0.10, -0.17], [0.00, 0.01, 0.01], [0.00, 0.00, 0.01], [0.00, 0.00, 0.00], [0.00, 0.00, 0.00], [0.00, 0.00, 0.00], [-0.01, -0.02, -0.02], [0.00, -0.01, 0.01], [0.00, 0.01, 0.01], [0.00, 0.02, 0.00], [-0.01, 0.00, 0.01], [0.01, 0.00, 0.00], [0.01, 0.02, 0.01]], "spin_multiplicity": 1, "lumo_ev": -6.332, "total_charge": 2, "molar_mass_g_mol": 789.575}

=====

{"formula": "C5H8N4", "method": "wB97M-V/def2-TZVPD", "species": ["C", "N", "C", "N", "C", "C", "N", "C", "N", "H", "H", "H", "H", "H", "H", "H", "H"], "positions_angstrom": [[-2.212915, 1.503540, -0.192376], [-2.101791, 0.239104, 0.510872], [-1.151675, -0.534178, 0.402395], [-0.989716, -1.646800, 1.256057], [0.251643, -1.985181, 1.029803], [1.121035, -1.094417, 0.178822], [2.524471, -0.882507, -0.117854], [0.169695, -0.158326, -0.298250], [0.573640, 0.931601, -0.929175], [-2.076440, 1.286247, -1.301406], [-1.436691, 2.254576, 0.203326], [-3.226419, 2.169830, -0.015149], [0.479614, -2.865310, 1.553485], [3.089867, -0.138924, 0.590503], [3.344147, -1.653211, -0.305414], [1.709470, 1.067411, -0.881383], [-0.067935, 1.506546, -1.684257]], "forces_ev_per_angstrom": [[-0.62, 1.79, -0.27], [-3.05, 1.98, 0.65], [1.89, 1.05, -0.07], [1.07, 0.06, -2.24], [0.25, 0.89, 0.45], [-1.89, 0.52, -0.20], [4.03, 0.55, 1.94], [1.89, -3.27, 1.46], [1.28, 3.84, -2.80], [-0.32, 0.82, 1.14], [-0.68, -1.25, -0.79], [2.14, -2.44, -0.42], [1.33, -1.14, 0.46], [-2.35, -2.70, -2.11], [-3.60, 1.99, 0.71], [-3.95, -0.57, -0.84], [2.60, -2.13, 2.92]], "spin_multiplicity": 1, "lumo_ev": 0.198, "molar_mass_g_mol": 124.147, "smiles": "C/N=C1/N=CC(N)=C1N"}

=====

{"formula": "CH23NO9", "method": "wB97M-V/def2-TZVPD", "species": ["C", "N", "H", "H", "H", "H", "H", "O", "H", "H", "O", "H", "H", "O", "H", "H", "O", "H", "H", "O", "H", "H", "O", "H", "H", "O", "H", "H", "O", "H", "H", "O", "H", "H"], "positions_angstrom": [[-1.194444, 1.686886, -2.609280], [-0.500622, 1.225128, -1.317499], [-0.459167, 1.604490, -3.392701], [-1.538651, 2.647236, -2.417953], [-1.922805, 0.968382, -2.801557], [-0.337133, 2.127663, -0.877670], [0.341222, 0.702559, -1.405732], [-1.634384, -2.536622, 1.942223], [-1.187351, -2.471356, 2.704799], [-1.154173, -1.895414, 1.336268], [1.625280, -0.259652, -0.718847], [1.373562, -1.100237, -1.066907], [2.521442, -0.370456, -1.091280], [0.284503, -1.697575, 3.579542], [0.621018, -2.018459, 2.729313], [-0.427548, -1.106256, 3.516157], [2.441548, 2.324276, -1.514230], [1.711271, 2.584823, -0.880135], [2.183597, 1.475491, -1.772160], [0.934151, 2.694867, 0.727938], [0.694792, 1.816574, 0.954440], [1.625385, 3.093894, 1.179904], [-0.871964, 0.483275, 1.464529], [-1.805290, 0.431574, 1.536169], [-0.602476, 0.029767, 0.696280], [-2.612523, -0.896953, -1.353376], [-2.261943, -0.032103, -1.205819], [-3.394235, -0.985177, -0.799506], [-0.358484, -2.346689, -0.384237], [-0.960113, -3.103126, -0.226590], [-0.859631, -1.956533, -1.067733], [2.764704, -1.379878, 1.407075], [2.059854, -0.818471, 0.902648], [2.900606, -0.921927, 2.225927]], "forces_ev_per_angstrom": [[3.12, -2.39, 1.46], [-2.62, 1.84, -0.72], [0.05, 0.61, -0.64], [-0.81, 1.63, -0.17], [-1.68, -0.68, -0.71], [0.44, -0.75, 0.46], [0.31, 0.20, -0.53], [-2.24, 0.78, -5.52], [2.31, -0.10, 4.52], [-0.94, -1.31, 0.94], [1.80, -0.28, -0.80], [-1.73, -1.61, 0.08], [0.41, 1.06, 0.76], [2.10, -1.65, 0.99], [-0.21, 0.63, 0.15], [-1.09, 1.50, -0.77], [-0.21, 2.41, 1.08], [1.22, -0.31, -0.70], [-0.51, -1.76, -0.76], [-2.07, 1.00, -2.29], [-0.04, -1.12, 1.13], [1.92, 0.41, 1.68], [1.26, 0.81, 2.04], [-1.28, -0.08, -0.12], [0.08, -0.77, -1.81], [-0.61, -1.26, -0.25], [0.69, 1.24, 0.40], [0.03, -0.02, -0.03], [0.41, -1.40, 0.74], [0.80, 0.13, 0.49], [-1.05, 1.44, -1.54], [-1.92, 0.87, -1.58], [1.93, -1.39, 1.28], [0.14, 0.33, 0.75]], "spin_multiplicity": 1, "lumo_ev": 0.097, "molar_mass_g_mol": 193.193, "smiles": "CN.O.O.O.O.O.O.O.O.O"}

=====

{"formula": "C6H10O", "method": "wB97M-V/def2-TZVPD", "species": ["C", "C", "C", "C", "C", "C", "O", "H", "H", "H", "H", "H", "H", "H", "H", "H", "H"], "positions_angstrom": [[0.835292, 1.999520, -0.000728], [0.350777, 0.937836, -0.611932], [-2.210967, -0.923314, -0.425251], [-1.025540, -0.682828, 0.393985], [0.469518, 0.690424, -2.032830], [-0.854509, -0.597840, 1.845886], [-1.049555, -1.733416, -0.465902], [1.449484, 2.732630, -0.485191], [0.484833, 2.126435, 1.101489], [-3.145797, -1.173718, 0.007525], [-2.336544, -0.382694, -1.374387], [-0.290995, -0.006537, -2.460681], [0.387463, 1.704910, -2.476329], [1.538669, 0.276732, -2.146050], [-1.436923, -1.391686, 2.453193], [-0.827504, 0.423857, 2.179982], [0.249112, -0.839545, 2.042876]], "forces_ev_per_angstrom": [[-1.73, -0.87, 3.10], [-2.31, -1.51, 2.13], [0.54, 2.30, -1.26], [0.98, 3.67, -2.58], [1.32, -0.65, -1.03], [2.55, -2.50, 1.16], [0.40, -1.79, 0.98], [0.19, 0.40, -0.11], [1.18, 0.14, -1.90], [-0.53, -1.19, 0.57], [0.05, 0.08, 0.50], [0.73, 0.47, 0.29], [0.15, -0.84, -0.43], [-1.64, 0.41, -0.55], [0.49, 1.65, -0.89], [-1.04, 0.37, 0.22], [-1.32, -0.13, -0.21]], "spin_multiplicity": 1, "lumo_ev": 0.950, "molar_mass_g_mol": 98.145}

=====

{"formula": "C2H4N3", "method": "wB97M-V/def2-TZVPD", "species": ["N", "C", "N", "C", "N", "H", "H", "H", "H"], "positions_angstrom": [[2.661495, -0.263131, 0.197325], [1.503732, -0.325344, -0.079471], [0.247769, -0.520236, -0.156905], [-0.969675, 0.315081, 0.044663], [-1.186452, -1.079148, 0.355141], [3.554006, 0.122173, 0.330118], [-1.546873, 0.747081, -0.811502], [-0.706573, 1.070785, 0.807841], [-1.777765, -1.466994, -0.479173]], "forces_ev_per_angstrom": [[-4.68, -0.25, -1.42], [1.47, -1.03, 2.42], [-1.85, 0.50, -1.93], [1.16, 1.23, -0.33], [0.64, 0.24, -0.49], [1.22, 0.30, -0.01], [0.98, -0.53, 0.45], [-0.97, -0.78, 0.15], [2.04, 0.34, 1.15]], "spin_multiplicity": 1, "lumo_ev": -6.078, "total_charge": 1, "molar_mass_g_mol": 70.075, "smiles": "[NH+]#CN1CN1"}

=====

ΔE to the lowest compared entry with this formula, charge and spin values (in kJ/mol) by entry order: 7.1, 347.7, 209.1, 500.2, 434.3.
Max |F| values (in eV Å⁻¹) by entry order: 0.54, 4.92, 6.01, 4.59, 4.90.